Record 1
This record from the Open Molecules 2025 dataset describes a 2-piece molecular cluster, C5H6BrO2 overall. The level of theory is wB97M-V/def2-TZVPD.

ORCA input file:
```
! RIJCOSX wB97M-V def2-TZVPD def2/J DEFGRID3
* xyz -1 1
C -2.63509 0.99370 0.52377
C 0.90183 -0.57052 1.06660
C 1.81673 -0.66553 -0.13792
C 0.54772 0.26132 -0.16826
C -0.65190 -0.07824 -0.89529
O -1.85833 1.66834 1.06285
O -3.58924 0.46793 0.11602
Br -0.56355 0.81657 -2.91968
H 0.40946 -1.37512 1.45457
H 1.34663 -0.07183 1.87168
H 2.78582 -0.05130 -0.05018
H 1.76652 -1.59325 -0.67746
H 0.49956 1.35507 0.03662
H -0.77616 -1.15712 -1.28330
*
```

Results
Energy above the lowest of the compared OMol25 structures with the same formula, charge and spin, eV: 1.6847
HOMO-LUMO gap, Eh: 0.2274
M, g mol⁻¹: 178.01
E_tot, eV: -79418.5500
LUMO level, eV: 3.75

---

Record 2
This record from the Open Molecules 2025 dataset describes one molecule with the formula BrNO3. The level of theory is wB97M-V/def2-TZVPD.

ORCA input file:
```
! RIJCOSX wB97M-V def2-TZVPD def2/J DEFGRID3
* xyz 0 3
N 0.65821 -0.12486 0.06500
O 0.75016 -1.08691 0.70388
O 1.55712 0.58822 -0.32586
O -0.38652 0.51737 -0.38891
Br -2.57896 0.10618 -0.05411
*
```

Results
Energy above the lowest of the compared OMol25 structures with the same formula, charge and spin, eV: 0.4304
HOMO-LUMO gap (spin up / spin down), Eh: 0.4070 / 0.2286
M, g mol⁻¹: 141.91
E_tot, eV: -77667.1129
LUMO level (spin up / spin down), eV: 0.45 / -4.50
⟨S²⟩: 2.01

---

Record 3
This record from the Open Molecules 2025 dataset describes C3H7N2O2 as an isolated structure. The level of theory is wB97M-V/def2-TZVPD.

ORCA input file:
```
! RIJCOSX wB97M-V def2-TZVPD def2/J DEFGRID3
* xyz 1 3
C 0.98224 -1.52609 -2.03791
C 1.70689 -2.35621 -1.37354
C 0.41556 -0.29500 -1.41775
N 0.29529 -0.12408 -0.13840
N -0.91318 1.14533 1.64616
O 0.77936 -1.05665 0.67924
O 2.50208 -3.17661 -0.89470
H 0.92256 -1.56716 -3.13305
H -0.39912 0.42834 -1.87959
H -0.21023 0.63659 0.77812
H -1.00370 0.46400 2.40566
H -1.82322 1.64472 1.26779
H -0.30309 1.83476 2.00440
H 2.19249 -4.03958 -0.45896
*
```

Results
Energy above the lowest of the compared OMol25 structures with the same formula, charge and spin, eV: 3.2387
HOMO-LUMO gap (spin up / spin down), Eh: 0.2490 / 0.2932
M, g mol⁻¹: 103.10
E_tot, eV: -10285.5892
LUMO level (spin up / spin down), eV: -3.92 / -6.39
⟨S²⟩: 2.04

---

Record 4
This record from the Open Molecules 2025 dataset describes a 2-piece molecular cluster, C6H12O overall. The level of theory is wB97M-V/def2-TZVPD.

ORCA input file:
```
! RIJCOSX wB97M-V def2-TZVPD def2/J DEFGRID3
* xyz 0 1
C -0.87931 -1.08795 -0.88519
C -0.23448 -0.41938 0.05756
C -0.88085 0.13257 1.26158
C -0.63046 1.55813 0.56792
O 0.78422 1.59241 0.41531
C 1.11126 0.26038 -0.02779
C 1.74229 0.25508 -1.39888
H -0.42413 -1.28925 -1.83894
H -1.92698 -1.35662 -0.75165
H -1.91799 -0.14931 1.48543
H -0.29367 0.11376 2.20097
H -1.08437 1.73339 -0.43452
H -0.98468 2.29912 1.25461
H 1.79782 -0.18175 0.71211
H 2.66940 0.83286 -1.39562
H 1.97274 -0.77647 -1.68540
H 1.05521 0.67909 -2.13796
H -0.89892 -2.12765 1.48576
H -0.81087 -2.31888 0.76658
*
```

Results
Energy above the lowest of the compared OMol25 structures with the same formula, charge and spin, eV: 3.4304
HOMO-LUMO gap, Eh: 0.3760
M, g mol⁻¹: 100.16
E_tot, eV: -8460.9236
LUMO level, eV: 1.10
SMILES string: C=C1CCO[C@@H]1C.[H][H]

---

Record 5
This record from the Open Molecules 2025 dataset describes one molecule with the formula C6H7NOS. The level of theory is wB97M-V/def2-TZVPD.

ORCA input file:
```
! RIJCOSX wB97M-V def2-TZVPD def2/J DEFGRID3
* xyz 0 1
C -0.27740 -0.58428 -0.89644
C 0.80907 1.51256 -0.08436
C -0.36867 -0.83463 -2.20597
C -1.19250 -1.43998 -0.01936
C 0.77845 1.63485 1.50958
C 0.48802 0.01087 1.59434
N 0.70552 0.13873 -0.38442
O 0.72251 2.41776 -0.87300
S -1.20676 -0.41564 1.58963
H 0.21618 -0.24583 -2.91318
H -0.89718 -1.53817 -2.81088
H -2.20154 -1.70900 -0.33487
H -0.62430 -2.37871 0.17428
H 1.77670 1.85615 1.95663
H 0.02760 2.33459 1.82880
H 1.24429 -0.75925 1.86921
*
```

Results
Energy above the lowest of the compared OMol25 structures with the same formula, charge and spin, eV: 2.6721
HOMO-LUMO gap, Eh: 0.3161
M, g mol⁻¹: 141.19
E_tot, eV: -20704.6495
LUMO level, eV: -0.04

---

Record 6
This record from the Open Molecules 2025 dataset describes a 2-piece molecular cluster, C4H12N4 overall. The level of theory is wB97M-V/def2-TZVPD.

ORCA input file:
```
! RIJCOSX wB97M-V def2-TZVPD def2/J DEFGRID3
* xyz 0 1
C -0.19665 0.85767 -1.16373
C -0.04942 0.41401 0.29818
C 1.37670 0.57368 0.70836
C -1.07457 0.87045 1.36534
N -1.34560 0.08819 -1.54642
N -1.12996 -1.12400 -0.75290
N -0.25994 -1.02849 0.17229
N 1.56189 -1.88318 -0.59187
H -0.44529 1.86913 -1.40723
H 0.67643 0.58261 -1.75376
H 1.61793 1.71229 1.01992
H 2.12503 0.41364 -0.08463
H 1.55552 0.02040 1.53694
H -1.22710 0.17903 2.19054
H -2.19122 0.90319 0.88904
H -0.83182 1.93927 1.81206
H -2.29075 0.32837 -1.18953
H -1.22592 -2.05311 -1.08276
H 1.24180 -2.83628 -0.67628
H 2.11294 -1.82688 0.25643
*
```

Results
Energy above the lowest of the compared OMol25 structures with the same formula, charge and spin, eV: 5.7845
HOMO-LUMO gap (spin up / spin down), Eh: 0.2935 / 0.3289
M, g mol⁻¹: 116.17
E_tot, eV: -10297.4872
LUMO level (spin up / spin down), eV: 0.92 / 0.91

---

Record 7
This record from the Open Molecules 2025 dataset describes a 2-piece molecular cluster, C4H8O2 overall. The level of theory is wB97M-V/def2-TZVPD.

ORCA input file:
```
! RIJCOSX wB97M-V def2-TZVPD def2/J DEFGRID3
* xyz 0 1
C -1.05717 0.92176 0.46971
C 0.23070 1.23274 0.61655
O 1.24401 0.31132 0.54600
C 0.74918 -1.00692 0.71088
C -0.47447 -1.22787 -0.16802
O -1.51697 -0.33788 0.19846
H -1.84899 1.65606 0.54941
H 0.57778 2.24376 0.79074
H 0.47707 -1.16477 1.76353
H 1.55820 -1.68963 0.43923
H -0.86825 -2.24102 -0.04849
H -0.20454 -1.06950 -1.22037
H 0.36348 1.23304 -2.63150
H 0.76999 1.13889 -2.01613
*
```

Results
Energy above the lowest of the compared OMol25 structures with the same formula, charge and spin, eV: 2.8647
HOMO-LUMO gap, Eh: 0.3448
M, g mol⁻¹: 88.11
E_tot, eV: -8370.4170
LUMO level, eV: 1.06
SMILES string: C1=COCCO1.[H][H]

---

Record 8
This record from the Open Molecules 2025 dataset describes one molecule with the formula C19H22N8O. The level of theory is wB97M-V/def2-TZVPD.

ORCA input file:
```
! RIJCOSX wB97M-V def2-TZVPD def2/J DEFGRID3
* xyz 0 1
C 0.07888 -4.40247 -4.43656
C -0.30938 -3.17044 -3.59839
C 0.96472 -2.44467 -3.11105
C 0.50297 -1.22988 -2.29318
C 1.71509 -0.51590 -1.83040
N 2.32560 0.38500 -2.59592
N 3.40880 0.78963 -1.89247
C 4.16268 1.96466 -2.31646
C 3.47052 0.17888 -0.68024
O 4.28732 0.32811 0.20450
N 2.42634 -0.71823 -0.66258
C 2.06134 -1.46955 0.51911
C 0.95150 -0.77942 1.25934
C 1.03333 0.59109 1.60567
C 0.02408 1.22940 2.25454
C -1.18272 0.53938 2.60080
N -2.23454 1.10850 3.31539
C -2.75966 0.55580 4.48390
C -3.70607 1.44160 4.94157
C -3.82373 2.54303 4.01436
C -2.91200 2.27671 2.96021
C -2.75869 3.10993 1.72602
N -2.29357 2.73766 0.58307
N -2.32209 3.83234 -0.24599
N -2.74727 4.86560 0.35531
N -3.04424 4.45597 1.61394
C -1.27052 -0.81671 2.26209
C -0.21092 -1.48388 1.61252
H 0.53917 -4.10191 -5.38274
H 0.76526 -5.03577 -3.87875
H -0.82675 -4.95937 -4.69050
H -0.90303 -2.48782 -4.21911
H -0.90281 -3.48041 -2.70612
H 1.57498 -3.10103 -2.47500
H 1.61638 -2.22547 -3.98484
H -0.07539 -1.55796 -1.43950
H -0.07313 -0.58203 -2.95138
H 4.16075 2.71503 -1.48121
H 3.67216 2.40374 -3.21408
H 5.19338 1.71277 -2.53643
H 1.78952 -2.47333 0.16786
H 2.84472 -1.61352 1.22400
H 1.89354 1.14793 1.26939
H 0.08472 2.27473 2.54501
H -2.42501 -0.34020 4.94304
H -4.24357 1.34575 5.86913
H -4.52374 3.37948 4.11813
H -3.46750 4.96947 2.38058
H -2.18392 -1.38269 2.45051
H -0.34743 -2.50952 1.34292
*
```

Results
Energy above the lowest of the compared OMol25 structures with the same formula, charge and spin, eV: 0.2323
HOMO-LUMO gap, Eh: 0.3161
M, g mol⁻¹: 378.44
E_tot, eV: -34027.0906
LUMO level, eV: 0.50
SMILES string: CCCCc1nn(C)c(=O)n1Cc1ccc(-n2cccc2-c2nnn[nH]2)cc1